This record from the Open Molecules 2025 dataset describes a molecular structure, C47H93BN10O12S. The level of theory is the ωB97M-V functional and the def2-TZVPD basis.

Geometry as XYZ:
```
164
Properties=species:S:1:pos:R:3
C 8.531 -1.677 0.146
C 7.132 -1.124 -0.132
C 6.938 0.301 0.438
C 6.935 1.377 -0.652
C 5.575 1.473 -1.364
C 4.677 2.616 -0.862
C 3.881 3.296 -1.990
C 2.423 3.588 -1.623
C 1.487 2.421 -1.897
C 1.561 1.876 -3.327
C 0.214 1.397 -3.881
C 0.064 -0.120 -3.741
C -0.247 -0.542 -2.332
C -1.304 0.130 -1.639
C -1.679 -0.151 -0.361
C -2.805 0.558 0.354
C -2.698 2.082 0.287
C -1.710 2.565 1.310
O -1.956 2.625 2.468
O -0.499 2.988 0.833
C -0.951 -1.169 0.329
N -1.126 -1.570 1.581
S -0.036 -2.724 1.859
N 0.687 -2.766 0.428
C 0.102 -1.858 -0.354
C 0.457 -1.547 -1.710
B 1.642 -2.370 -2.373
O 1.633 -3.734 -2.256
O 2.669 -1.780 -3.073
C 3.889 -1.559 -2.350
C 4.705 -2.823 -2.070
H 8.829 -2.383 -0.623
H 8.593 -2.137 1.126
H 9.255 -0.862 0.141
H 6.405 -1.773 0.349
H 6.947 -1.087 -1.202
H 6.014 0.386 1.005
H 7.781 0.513 1.094
H 7.713 1.167 -1.385
H 7.195 2.323 -0.179
H 5.067 0.515 -1.244
H 5.766 1.583 -2.430
H 5.344 3.343 -0.407
H 4.023 2.261 -0.067
H 3.975 2.717 -2.905
H 4.362 4.251 -2.195
H 2.099 4.492 -2.139
H 2.396 3.832 -0.561
H 1.719 1.632 -1.173
H 0.471 2.746 -1.667
H 2.280 1.060 -3.364
H 1.926 2.676 -3.969
H 0.176 1.622 -4.945
H -0.609 1.945 -3.438
H -0.728 -0.466 -4.404
H 0.986 -0.565 -4.096
H -1.830 0.893 -2.193
H -3.746 0.211 -0.066
H -2.800 0.248 1.395
H -2.475 2.456 -0.707
H -3.660 2.497 0.578
H -0.142 2.290 0.263
H 0.766 -4.019 -1.951
H 3.691 -1.029 -1.416
H 4.479 -0.891 -2.968
H 4.966 -2.849 -1.014
H 5.639 -2.844 -2.623
H 4.172 -3.736 -2.306
C 4.971 -6.758 -4.549
O 5.518 -5.812 -4.016
N 3.782 -7.268 -4.175
C 3.184 -8.404 -4.846
C 3.084 -6.650 -3.057
H 5.425 -7.294 -5.400
H 2.215 -8.126 -5.265
H 3.041 -9.226 -4.140
H 3.831 -8.743 -5.652
H 2.883 -5.603 -3.273
H 3.706 -6.699 -2.161
H 2.146 -7.170 -2.875
C -3.956 7.310 1.923
O -4.610 8.337 1.849
N -3.538 6.747 3.068
C -2.778 5.510 3.079
C -3.864 7.395 4.328
H -3.660 6.740 1.027
H -3.320 4.747 3.639
H -1.805 5.670 3.548
H -2.625 5.157 2.064
H -4.945 7.477 4.441
H -3.446 8.402 4.346
H -3.458 6.819 5.155
C -3.990 10.406 6.851
O -4.285 9.250 7.084
N -2.729 10.861 6.719
C -2.436 12.252 6.436
C -1.632 9.919 6.866
H -4.751 11.194 6.723
H -1.889 12.337 5.495
H -1.829 12.679 7.237
H -3.361 12.818 6.356
H -1.718 9.124 6.125
H -1.660 9.464 7.857
H -0.687 10.438 6.732
C -8.073 5.467 1.265
O -7.104 5.439 0.527
N -8.501 6.543 1.945
C -9.662 6.491 2.810
C -7.770 7.799 1.809
H -8.697 4.571 1.441
H -10.418 7.199 2.467
H -9.378 6.746 3.833
H -10.089 5.490 2.804
H -7.773 8.120 0.768
H -6.738 7.663 2.114
H -8.238 8.560 2.428
C 7.313 -10.129 -0.016
O 7.447 -10.625 1.089
N 6.527 -9.074 -0.293
C 6.402 -8.535 -1.632
C 5.777 -8.458 0.793
H 7.838 -10.523 -0.904
H 6.720 -7.491 -1.646
H 5.359 -8.588 -1.958
H 7.018 -9.101 -2.327
H 6.464 -8.096 1.558
H 5.116 -9.189 1.250
H 5.187 -7.628 0.414
C 3.284 -8.431 4.075
O 3.621 -7.981 2.996
N 3.122 -9.740 4.341
C 2.714 -10.216 5.648
C 3.368 -10.704 3.281
H 3.083 -7.784 4.945
H 3.478 -10.876 6.063
H 1.774 -10.767 5.572
H 2.573 -9.374 6.323
H 4.398 -10.623 2.932
H 2.704 -10.510 2.437
H 3.193 -11.709 3.656
C -10.801 0.858 2.505
O -11.282 1.080 3.599
N -9.481 0.848 2.236
C -8.963 0.581 0.909
C -8.548 1.115 3.320
H -11.425 0.644 1.619
H -8.319 -0.300 0.938
H -8.381 1.437 0.561
H -9.778 0.400 0.211
H -8.682 0.378 4.111
H -8.747 2.103 3.738
H -7.528 1.074 2.949
C -2.578 0.240 -6.912
O -2.471 0.487 -5.725
N -3.116 -0.886 -7.411
C -3.218 -1.128 -8.837
C -3.609 -1.891 -6.484
H -2.232 0.940 -7.691
H -4.263 -1.258 -9.123
H -2.663 -2.029 -9.107
H -2.806 -0.285 -9.388
H -4.390 -1.466 -5.853
H -2.799 -2.233 -5.837
H -4.009 -2.734 -7.040
```

Computed properties:
E_tot = -101233.122 eV
Molecular weight = 1033.20 g mol⁻¹
Charge = 0
HOMO-LUMO gap = 8.20 eV
Multiplicity = 1